85
Properties=species:S:1:pos:R:3 method="wB97M-V/def2-TZVPD" spin_multiplicity=2 lumo_ev="-11.0584 / -10.6153" e_tot_ha=-4272.62383 charge=+3 molar_mass_g_mol=849.83 s_squared=0.7543 relative_energy_kj_mol=157.42 e_homo_ev="-16.2 / -16.2" gap_ha="0.1885 / 0.2048" max_force_ha_per_bohr=0.061
Re 1.162 -1.148 -0.279
C 0.484 -4.032 0.304
C 1.962 -4.133 0.599
O 2.479 -2.791 0.568
C 3.641 -2.504 1.362
C 3.181 -1.566 2.460
O 2.415 -0.506 1.894
C 3.085 0.737 1.714
C 3.868 0.760 0.421
O 3.014 0.294 -0.640
C 3.777 -0.073 -1.813
C 2.909 -0.860 -2.754
O 2.327 -1.908 -1.950
C 1.852 -3.098 -2.633
C 0.467 -3.505 -2.119
O 0.212 -3.079 -0.750
H -0.051 -3.647 1.172
H 0.072 -5.004 0.034
H 2.498 -4.738 -0.136
H 2.091 -4.583 1.584
H 4.388 -2.052 0.708
H 4.063 -3.417 1.781
H 4.036 -1.191 3.025
H 2.510 -2.099 3.135
H 3.764 0.936 2.545
H 2.303 1.497 1.694
H 4.761 0.134 0.485
H 4.172 1.785 0.200
H 4.626 -0.686 -1.500
H 4.144 0.829 -2.304
H 3.527 -1.280 -3.548
H 2.115 -0.258 -3.191
H 2.594 -3.881 -2.476
H 1.766 -2.899 -3.700
H 0.342 -4.585 -2.185
H -0.298 -3.018 -2.712
O -0.022 -0.666 1.272
As -1.095 0.685 1.303
C -0.038 2.331 1.333
C 0.176 2.867 2.603
C 0.952 4.008 2.742
C 1.527 4.602 1.627
C 1.336 4.048 0.368
C 0.559 2.908 0.214
C -2.043 0.686 2.994
C -2.138 -0.446 3.791
C -2.921 -0.397 4.937
C -3.609 0.762 5.263
C -3.510 1.894 4.461
C -2.743 1.850 3.309
C -2.628 0.227 0.187
C -3.676 1.122 0.026
C -4.817 0.700 -0.640
C -4.910 -0.601 -1.114
C -3.858 -1.488 -0.937
C -2.708 -1.077 -0.279
H -0.250 2.405 3.483
H 1.101 4.435 3.725
H 2.125 5.497 1.739
H 1.780 4.511 -0.503
H 0.411 2.495 -0.769
H -1.590 -1.345 3.539
H -2.993 -1.267 5.576
H -4.244 0.782 6.138
H -4.034 2.801 4.731
H -2.677 2.720 2.665
H -3.610 2.133 0.408
H -5.642 1.387 -0.777
H -5.810 -0.933 -1.613
H -3.936 -2.506 -1.296
H -1.888 -1.768 -0.128
O 0.015 -1.108 -2.763
C -0.388 -0.016 -2.351
O -0.053 0.307 -1.125
C -1.192 0.914 -3.151
C -1.708 2.103 -2.634
C -2.421 2.957 -3.454
C -2.628 2.635 -4.790
C -2.139 1.440 -5.305
C -1.418 0.586 -4.492
H -1.563 2.357 -1.593
H -2.821 3.882 -3.059
H -3.174 3.315 -5.431
H -2.319 1.176 -6.338
H -1.024 -0.342 -4.883